[1]
# C21H27ClN2O4S

A molecular structure, C21H27ClN2O4S (the ωB97M-V functional and the def2-TZVPD basis, the Open Molecules 2025 dataset).

Atoms and positions in Å:
O  6.43830  -2.76073  1.77480
C  6.47055  -1.81343  2.51272
O  5.33150  -1.39456  3.18978
C  4.18656  -1.22235  2.45582
C  3.03615  -1.90821  2.95663
C  1.81666  -1.81415  2.37640
C  1.69094  -1.01707  1.21114
N  0.59190  -0.79970  0.47335
S  1.02633  0.19428  -0.69312
N  2.58548  0.40096  -0.38836
C  2.83016  -0.32927  0.70626
C  4.08998  -0.43413  1.35610
Cl  5.42557  0.44236  0.72098
C  7.68749  -1.03490  2.83838
C  8.91487  -1.48081  2.36207
C  10.05981  -0.77027  2.67124
C  9.99400  0.37534  3.45147
C  8.76869  0.83594  3.91123
C  7.62141  0.12583  3.60173
H  3.14813  -2.50795  3.84840
H  0.96006  -2.32618  2.78845
H  8.97106  -2.38070  1.76693
H  11.02237  -1.10631  2.31081
H  10.88835  0.92294  3.71540
H  8.68272  1.72537  4.51797
H  6.65467  0.45984  3.94987
C  -3.85062  4.39460  -2.99622
C  -2.40342  3.93568  -3.05949
O  -1.93146  3.34282  -1.86458
C  -2.61938  2.18273  -1.42981
C  -2.59055  1.03729  -2.42371
H  -3.99070  5.10212  -2.17791
H  -4.12879  4.88200  -3.93126
H  -4.53796  3.56230  -2.83878
H  -1.75608  4.79686  -3.22624
H  -2.25291  3.26038  -3.90968
H  -3.65052  2.43086  -1.15430
H  -2.11983  1.87396  -0.51078
H  -3.08751  1.29241  -3.36078
H  -3.09578  0.16491  -2.00683
H  -1.55967  0.76668  -2.66012
C  -6.84285  -1.66501  -3.37533
C  -6.05499  -2.15149  -2.17075
O  -5.88308  -1.17566  -1.15973
C  -7.06630  -0.65867  -0.57908
C  -7.93753  -1.70541  0.09400
H  -6.36470  -0.78836  -3.81475
H  -6.89357  -2.45035  -4.13003
H  -7.86552  -1.39074  -3.11330
H  -5.04555  -2.42089  -2.48242
H  -6.50844  -3.05895  -1.75611
H  -7.64499  -0.09794  -1.32226
H  -6.72757  0.06400  0.16349
H  -8.30926  -2.44752  -0.61353
H  -8.80073  -1.22842  0.55916
H  -7.37348  -2.23235  0.86471

Summary:
Max |F|   0.917 eV/A
HOMO   -8.97 eV
HOMO-LUMO gap   8.41 eV
Charge   0
Lowest unoccupied orbital energy   -0.56 eV



[2]
# C21H27ClN2O5

C21H27ClN2O5 in the gas phase (the ωB97M-V functional and the def2-TZVPD basis, the Open Molecules 2025 dataset).

Atoms and positions in Å:
C  -7.52230  4.07104  -1.47795
O  -7.02523  2.97543  -2.24354
C  -5.68022  2.77396  -2.10226
C  -4.79784  3.31833  -3.03799
C  -5.32166  4.16228  -4.16534
C  -3.44262  3.05694  -2.90086
C  -2.95589  2.28576  -1.85331
C  -1.47510  2.07104  -1.79178
O  -0.78030  2.14083  -2.79354
N  -0.94062  1.82349  -0.57043
C  0.49466  1.66058  -0.40976
C  0.99640  0.28536  -0.83415
C  2.47482  0.12767  -0.55316
O  3.18181  1.09304  -1.30495
C  4.55082  1.14843  -0.98964
C  5.24784  2.05025  -1.98593
N  5.37044  1.47487  -3.30706
C  4.65763  1.80182  -4.42160
O  4.95684  1.38551  -5.52410
C  3.51531  2.68326  -4.21992
C  2.54626  3.38676  -4.13372
C  1.36270  4.22795  -4.05764
C  1.62968  5.73635  -4.15118
C  0.25287  6.26868  -4.55334
O  -0.44525  5.18940  -5.18011
C  0.39434  4.04184  -5.22495
C  -3.83767  1.73794  -0.93310
C  -5.19282  1.98149  -1.06666
Cl  -6.30245  1.26888  0.05906
H  -8.58935  4.12739  -1.67639
H  -7.35817  3.90845  -0.41080
H  -7.04393  5.00575  -1.78166
H  -4.58005  4.23400  -4.95904
H  -6.24034  3.74255  -4.57194
H  -5.54696  5.17583  -3.82683
H  -2.73896  3.45425  -3.62238
H  -1.52445  1.88871  0.24323
H  1.00573  2.42351  -0.99751
H  0.73083  1.84032  0.64151
H  0.45005  -0.48919  -0.28913
H  0.80491  0.14354  -1.89873
H  2.67881  0.26872  0.51958
H  2.81577  -0.87951  -0.82435
H  4.69416  1.54490  0.02610
H  4.99575  0.14386  -1.02413
H  4.71677  3.00025  -2.05444
H  6.25228  2.26073  -1.61050
H  6.16862  0.89425  -3.51120
H  0.82215  3.99903  -3.13646
H  1.99422  6.16714  -3.22013
H  2.36791  5.92708  -4.93123
H  -0.32627  6.58784  -3.68244
H  0.32192  7.10907  -5.24736
H  0.94792  3.99691  -6.17001
H  -0.22347  3.15302  -5.11751
H  -3.50474  1.08709  -0.13508

Summary:
Max |F|   0.130 eV/A
HOMO   -9.21 eV
SMILES   COc1c(C)cc(C(=O)NCCCOCCNC(=O)C#C[C@H]2CCOC2)cc1Cl
HOMO-LUMO gap   9.75 eV
Charge   0
ΔE to the lowest compared entry with this formula, charge and spin   46.8 kcal per mole
Lowest unoccupied orbital energy   0.54 eV



[3]
# C21H27CsN4O5SSi

A molecular structure, C21H27CsN4O5SSi in a non-equilibrium geometry (the ωB97M-V functional and the def2-TZVPD basis, the Open Molecules 2025 dataset).

Atoms and positions in Å:
Cs  -0.60625  -0.96316  2.76310
O  -2.51352  3.50514  0.85783
C  -2.21525  2.32136  1.43415
O  -1.48139  1.52065  0.93145
C  -2.89882  2.18848  2.77155
O  -2.72559  0.89474  3.24988
C  -3.35668  0.68892  4.52071
C  -3.12342  -0.73716  5.06857
O  -3.53890  -0.88691  6.22737
O  -2.55313  -1.54715  4.29621
H  -2.05682  3.50362  0.00273
H  -3.95551  2.45252  2.65012
H  -2.45431  2.93527  3.44389
H  -4.43441  0.85286  4.43191
H  -2.96329  1.40130  5.25164
S  2.68770  -0.59472  3.36715
C  3.26565  -0.26498  1.78177
N  4.27317  0.51462  1.52006
N  4.73664  0.60984  0.22466
C  5.52418  1.66564  -0.14270
C  5.90674  2.65544  0.77128
C  6.72599  3.69784  0.36378
C  7.18420  3.79773  -0.94519
C  6.79704  2.81690  -1.85591
C  5.98458  1.76583  -1.46757
N  2.47861  -0.91271  0.79118
N  3.05764  -1.39499  -0.18723
C  2.19807  -2.01870  -1.15976
C  2.82650  -2.57552  -2.26265
C  2.07565  -3.16886  -3.27038
C  0.69101  -3.20266  -3.17550
C  0.05560  -2.64523  -2.07004
C  0.81119  -2.06149  -1.06808
H  4.41483  -0.05533  -0.46061
H  5.54541  2.58039  1.78810
H  7.00880  4.45405  1.08887
H  7.81601  4.62127  -1.25109
H  7.13502  2.86987  -2.88459
H  5.68606  1.00897  -2.18601
H  3.90922  -2.53437  -2.31444
H  2.57229  -3.59959  -4.13226
H  0.10235  -3.65469  -3.96457
H  -1.03288  -2.65437  -1.97181
H  0.32586  -1.63380  -0.20285
C  -5.06667  -0.70145  0.19333
Si  -4.22147  -1.38502  -1.36411
C  -5.57447  -1.50794  -2.70098
C  -3.21569  0.12343  -1.99692
C  -3.42656  -2.93205  -1.06344
H  -5.51350  0.28642  0.01272
H  -4.34903  -0.60320  1.02181
H  -5.85712  -1.38107  0.52766
H  -6.01384  -0.52836  -2.94134
H  -6.37234  -2.18147  -2.37142
H  -5.14953  -1.92395  -3.62500
H  -3.84603  1.01581  -2.14090
H  -2.73736  -0.11155  -2.95702
H  -2.42066  0.37190  -1.28744
H  -3.09521  -3.60180  -1.85912
H  -3.02635  -3.15656  -0.07253

Summary:
Max |F|   1.540 eV/A
HOMO   -0.42 eV
HOMO-LUMO gap   4.15 eV
Charge   -2
ΔE to the lowest compared entry with this formula, charge and spin   15.5 kcal per mole
Lowest unoccupied orbital energy   3.73 eV



[4]
# C21H27F4MnN5O5

A molecular structure, C21H27F4MnN5O5 in a non-equilibrium geometry (the ωB97M-V functional and the def2-TZVPD basis, the Open Molecules 2025 dataset).

Atoms and positions in Å:
Mn  0.75417  -0.47796  -0.41087
C  -1.14373  1.28592  -2.89893
C  -1.33996  -0.22598  -2.86653
N  -0.14362  -1.00437  -2.47549
C  0.77237  -1.12249  -3.64108
C  1.80386  -0.01909  -3.83253
C  -0.56810  -2.38717  -2.15720
C  -1.32752  -2.47859  -0.83955
N  -0.62731  -1.67452  0.13294
C  -1.00017  -1.71207  1.42141
C  -0.18609  -1.04744  2.36494
F  0.92879  -0.44447  1.82949
C  -0.46350  -0.95936  3.71149
F  0.33079  -0.23245  4.50008
C  -1.58175  -1.59268  4.23390
C  -2.39895  -2.28106  3.34876
F  -3.49011  -2.88795  3.80712
C  -2.14548  -2.33095  1.98603
F  -3.04071  -2.95561  1.20057
H  -2.11772  1.76874  -2.86399
H  -0.65593  1.60971  -3.81295
H  -0.56484  1.60422  -2.03022
H  -1.69738  -0.56481  -3.84742
H  -2.12232  -0.45213  -2.14538
H  0.16030  -1.19387  -4.54833
H  1.32760  -2.05774  -3.55174
H  1.37989  0.97433  -3.74983
H  2.22214  -0.12542  -4.83052
H  2.61853  -0.12115  -3.12058
H  0.33250  -2.99116  -2.04461
H  -1.17185  -2.80740  -2.97182
H  -1.35431  -3.52893  -0.52342
H  -2.36764  -2.14601  -0.94725
H  -1.80445  -1.55967  5.28666
O  5.13749  -0.48575  1.99981
C  5.01593  0.70777  1.47309
O  5.76337  1.61864  1.71418
C  3.88536  0.94751  0.50783
C  3.65268  2.17830  -0.08332
N  2.60959  2.04438  -0.91746
N  2.15485  0.78515  -0.92828
C  2.90209  0.09669  -0.06189
C  2.69231  -1.37995  0.06888
O  3.26896  -2.01696  0.94659
O  1.90408  -1.85995  -0.80520
H  4.47725  -1.17221  1.70091
H  4.19470  3.09453  0.04510
H  2.22850  2.74911  -1.53489
C  -3.06054  1.00933  0.26114
N  -2.26429  1.78832  1.18323
C  -3.02959  2.55726  2.13876
C  -0.93888  1.70470  1.17072
C  -0.16453  2.37216  2.27040
O  -0.33751  1.08675  0.25333
H  -3.79678  0.43518  0.82484
H  -2.40196  0.33797  -0.28597
H  -3.58563  1.65548  -0.44298
H  -3.95576  2.87226  1.66039
H  -2.49581  3.44598  2.46136
H  -3.28352  1.95388  3.01238
H  -0.25379  3.45482  2.21803
H  0.88858  2.11147  2.19179
H  -0.52464  2.04676  3.24414

Summary:
Max |F|   5.469 eV/A
HOMO (spin up / spin down)   -11.00 / -11.12 eV
HOMO-LUMO gap (spin up / spin down)   6.65 / 6.83 eV
Charge   +1
ΔE to the lowest compared entry with this formula, charge and spin   52.3 kcal per mole
2S+1   5
Lowest unoccupied orbital energy (spin up / spin down)   -4.36 / -4.29 eV



[5]
# C21H27F5O27S3

8 unconnected molecules or ions with the total composition C21H27F5O27S3 in a non-equilibrium geometry (the ωB97M-V functional and the def2-TZVPD basis, the Open Molecules 2025 dataset).

Atoms and positions in Å:
C  1.94579  -0.28578  -3.74879
C  1.34932  0.97032  -3.17192
O  2.40991  1.78472  -2.98183
C  3.53405  1.08150  -2.97092
O  4.65681  1.62438  -2.73354
O  3.27769  -0.19652  -3.20750
F  0.74420  0.58293  -1.97980
H  1.82271  -0.44684  -4.81978
H  1.39451  -1.15813  -3.39778
H  0.59411  1.32870  -3.87144
C  -1.44480  1.79369  0.91279
C  -2.09386  0.69659  0.07130
O  -1.30329  -0.35515  0.49141
C  -0.02445  0.13015  0.67818
O  0.98844  -0.56726  0.90443
O  -0.05125  1.40176  0.67809
F  -1.93782  0.85687  -1.28758
H  -1.70824  1.69440  1.96581
H  -1.48996  2.76654  0.42329
H  -3.15718  0.48232  0.17875
C  1.14771  -2.11328  3.88456
C  1.19199  -3.17284  4.98984
O  1.00567  -2.42366  6.13298
C  1.25655  -1.17546  5.88817
O  1.30021  -0.39663  6.78150
O  1.29772  -0.98178  4.62499
F  2.38978  -3.70053  4.92957
H  0.31600  -2.13965  3.18052
H  1.97051  -2.30851  3.19682
H  0.49118  -3.98845  4.81164
C  0.68167  4.78701  -0.06466
C  0.02194  5.51675  1.04088
O  1.02375  6.43515  1.43810
C  2.20734  6.12014  1.00101
O  3.22742  6.70141  1.30658
O  2.05477  5.17329  0.14576
F  -0.22572  4.62400  2.00670
H  0.34510  4.85830  -1.09894
H  0.57903  3.70904  0.06001
H  -0.93667  6.01125  0.88388
C  0.53637  -3.08489  -1.37007
C  -0.68223  -3.53543  -2.10301
O  -1.07506  -4.71512  -1.31081
C  -0.40305  -4.75229  -0.17619
O  -0.44606  -5.62538  0.65872
O  0.37463  -3.54307  -0.13209
F  -0.57210  -4.09948  -3.25389
H  0.73877  -2.01992  -1.25611
H  1.38227  -3.65445  -1.75496
H  -1.60879  -2.96641  -2.17915
C  3.89426  0.73071  2.56834
C  3.57626  1.01192  1.12529
O  4.86067  1.17597  0.62677
S  5.75290  2.26843  1.64314
O  5.12926  3.60510  1.72748
O  7.21661  2.09927  1.58099
O  5.07833  1.44847  2.96820
H  4.14112  -0.33005  2.61227
H  3.09975  1.04732  3.24406
H  3.01342  1.94535  1.12153
H  3.04685  0.18527  0.65151
C  -6.64202  -0.97848  2.96926
C  -5.56429  -1.38843  1.84565
O  -4.53515  -0.43947  2.05375
S  -4.76778  0.79262  3.16031
O  -5.34461  1.90487  2.36417
O  -3.63366  0.97058  4.09435
O  -5.96377  -0.22348  3.92114
H  -7.13188  -1.77464  3.52985
H  -7.40401  -0.26671  2.65169
H  -6.03081  -1.29637  0.86484
H  -5.22975  -2.41542  1.99220
C  -0.45484  -1.38085  -6.31382
C  -1.29189  -2.73694  -6.31061
O  -2.35120  -2.43778  -5.38582
S  -2.42272  -0.85406  -4.77763
O  -2.41955  -0.87854  -3.35157
O  -3.32249  0.07200  -5.51608
O  -0.80920  -0.70394  -5.12381
H  -0.84589  -0.91108  -7.21631
H  0.62372  -1.52560  -6.37594
H  -0.60471  -3.54476  -6.05896
H  -1.76027  -2.89524  -7.28204

Summary:
Max |F|   7.057 eV/A
HOMO   -10.33 eV
SMILES   O=C1OC[C@@H](F)O1.O=C1OC[C@@H](F)O1.O=C1OC[C@@H](F)O1.O=C1OC[C@@H](F)O1.O=C1OC[C@@H](F)O1.O=S1(=O)OCCO1.O=S1(=O)OCCO1.O=S1(=O)OCCO1
HOMO-LUMO gap   9.88 eV
Charge   0
Lowest unoccupied orbital energy   -0.46 eV



[6]
# C21H27HfN4O4PS2

A molecular structure, C21H27HfN4O4PS2 in a non-equilibrium geometry (the ωB97M-V functional and the def2-TZVPD basis, the Open Molecules 2025 dataset).

Atoms and positions in Å:
Hf  -0.34572  0.50963  0.05913
C  -3.27628  0.40914  5.12253
S  -2.26221  1.68492  4.36472
C  -1.73642  0.93376  2.91304
S  -0.72238  2.07246  1.97144
N  -2.07719  -0.29418  2.65503
N  -1.58067  -0.75088  1.44551
C  -1.91199  -1.92520  1.06929
C  -1.44631  -2.37965  -0.25843
C  -1.81595  -3.60918  -0.76437
C  -1.35504  -3.97187  -2.02667
C  -0.55037  -3.09327  -2.73158
C  -0.23822  -1.86790  -2.16771
N  -0.68434  -1.50363  -0.95921
H  -3.49390  0.78116  6.12202
H  -2.72353  -0.52410  5.19272
H  -4.20103  0.25778  4.57297
H  -2.52903  -2.55869  1.69977
H  -2.43729  -4.27303  -0.17962
H  -1.61930  -4.93237  -2.44852
H  -0.16213  -3.34142  -3.70898
H  0.39524  -1.15783  -2.68478
O  -4.31179  2.05371  -1.32319
C  -3.08009  1.65888  -1.15947
O  -2.71012  0.89603  -0.27142
C  -2.10245  2.19154  -2.14060
C  -2.37934  2.97886  -3.23731
C  -1.31204  3.32524  -4.06917
C  -0.03645  2.86697  -3.78156
C  0.14238  2.09385  -2.64275
N  -0.86547  1.77803  -1.84324
C  1.45804  1.50083  -2.20942
O  2.43802  1.51547  -2.88418
O  1.34314  0.91318  -1.00424
H  -4.88280  1.67176  -0.63374
H  -3.38824  3.30756  -3.44182
H  -1.48885  3.94215  -4.93991
H  0.81471  3.09491  -4.40876
C  3.25693  1.62978  1.64306
C  2.64084  0.52551  2.49146
P  1.64906  -0.69790  1.57823
C  2.79156  -1.58027  0.46309
C  4.04973  -2.18380  1.08206
C  1.07194  -1.89600  2.83796
C  1.99603  -2.12890  4.03494
H  3.81345  2.31374  2.28178
H  2.50298  2.21298  1.11566
H  3.94777  1.23604  0.89692
H  1.98488  0.94116  3.26125
H  3.41693  -0.03468  3.01829
H  3.04794  -0.86560  -0.32247
H  2.19403  -2.35985  -0.02307
H  4.61756  -1.44650  1.64998
H  4.70488  -2.55734  0.29600
H  3.82369  -3.02062  1.74122
H  0.89186  -2.83467  2.30195
H  0.09936  -1.55453  3.19536
H  2.99455  -2.44382  3.73830
H  1.58174  -2.90645  4.67554
H  2.09290  -1.22795  4.63989

Summary:
Max |F|   1.030 eV/A
HOMO   -14.22 eV
HOMO-LUMO gap   7.07 eV
Charge   +2
ΔE to the lowest compared entry with this formula, charge and spin   0.0 kcal per mole
Lowest unoccupied orbital energy   -7.16 eV



> Among the records above, which one has the lowest charge?

C21H27CsN4O5SSi



> The highest max |F| belongs to which entry?

C21H27F5O27S3



> The lowest max |F| belongs to which entry?

C21H27ClN2O5